{
  "formula": "C7H11N3O3",
  "method": "ωB97M-V/def2-TZVPD",
  "total_charge": 0,
  "orbital_gap_ha": 0.340,
  "relative_energy_kj_mol": 457.1,
  "symbols": ["C", "C", "H", "H", "N", "H", "O", "H", "H", "H", "H", "O", "H", "C", "N", "C", "H", "C", "C", "H", "O", "H", "N", "C"],
  "positions_angstrom": [[-0.53, -1.09, -0.50], [-2.04, 0.97, -0.83], [-3.52, -1.44, 1.19], [-0.21, 0.78, -1.48], [-1.57, -1.62, 0.23], [1.23, -0.13, 1.61], [-2.24, 2.03, -1.46], [1.90, -1.65, -1.62], [-3.94, 0.78, 0.46], [0.23, 2.30, 1.24], [1.84, 2.48, 2.03], [2.20, 0.91, -1.26], [3.32, -1.55, -0.60], [-3.03, 0.34, 0.17], [1.70, 0.58, 0.91], [2.20, -1.33, -0.62], [1.68, 2.50, 0.20], [2.04, 0.16, -0.34], [-2.66, -0.85, 0.68], [-1.43, -2.77, 0.19], [0.45, -1.65, -0.78], [1.84, -2.03, 0.20], [-0.80, 0.27, -0.73], [1.34, 2.01, 1.09]],
  "lowdin_charge": [-0.5263, -0.3846, 0.1513, 0.1946, 0.0937, 0.1896, 0.0504, 0.1060, 0.0892, 0.0931, 0.0993, 0.0583, 0.0962, 0.0106, 0.0028, -0.1481, 0.0587, -0.5789, -0.1024, 0.2511, -0.0048, 0.1114, 0.1842, -0.0954]
}